Record 1
34
Properties=species:S:1:pos:R:3:mulliken_charge:R:1 method="wB97M-V/def2-TZVPD" lumo_energy_ev=-3.4 e_homo_ev=-9.43 gap_ev=6.06 molar_mass_g_mol=395.18 spin_multiplicity=1
Li 12.36877 2.79531 4.88156 0.9792
C 16.18546 5.34870 4.82967 0.6370
F 14.95722 5.30438 4.33457 -0.2346
F 16.98018 4.34129 4.28190 -0.2086
F 16.71800 6.58041 4.51835 -0.2029
S 16.01108 5.00796 6.79650 0.9200
O 17.32741 5.31176 7.38580 -0.5215
O 14.93074 5.89830 7.23384 -0.6107
N 15.39758 3.36090 6.79047 -0.4808
S 16.53008 2.52090 7.34941 1.1010
O 17.57627 2.27518 6.39933 -0.6297
O 17.04635 2.94543 8.63962 -0.6299
C 15.84363 0.77319 7.77541 0.5326
F 16.79144 0.03083 8.33074 -0.1795
F 14.75151 0.79279 8.59448 -0.2187
F 15.36305 0.16545 6.63452 -0.2535
O 10.52435 9.99937 7.96753 -0.6393
H 11.28012 9.41210 7.98018 0.3218
H 9.83781 9.51693 8.42810 0.3176
O 11.83174 -3.11741 13.18582 -0.6383
H 11.40626 -2.26822 13.06719 0.3193
H 11.23991 -3.60433 13.75930 0.3191
O 20.26301 8.65181 10.14146 -0.6366
H 19.55494 8.34152 9.57702 0.3203
H 20.73652 9.28755 9.60494 0.3167
O 16.63876 -1.05865 14.80081 -0.6333
H 15.92693 -1.13991 14.16605 0.3179
H 16.20639 -1.10512 15.65352 0.3154
O 19.84888 5.25987 14.43091 -0.6428
H 19.45223 5.19577 13.56213 0.3237
H 20.52871 5.92697 14.33573 0.3193
O 12.30766 3.81972 10.23971 -0.6206
H 13.12305 4.04085 10.68967 0.3291
H 12.58123 3.56556 9.35835 0.2916

Record 2
19
Properties=species:S:1:pos:R:3:mulliken_charge:R:1 method="wB97M-V/def2-TZVPD" lumo_energy_ev=0.5 e_homo_ev=-9.06 gap_ev=9.60 molar_mass_g_mol=112.13 spin_multiplicity=1
C 0.41490 -1.85027 -1.67109 -0.9145
N -0.20578 -0.56298 -1.36245 -0.5390
C 0.49124 0.50143 -1.53471 0.1305
N 1.81632 0.58333 -1.21486 -0.4267
H 1.15037 -2.15559 -0.92826 0.2961
H 0.96884 -1.82280 -2.60943 0.3581
H -0.36402 -2.61366 -1.68279 0.2713
H -0.01574 1.42357 -1.79830 0.3842
H 2.14482 -0.17820 -0.64231 0.2128
H 2.22942 1.49030 -1.08698 0.2452
O -0.66299 -0.30763 1.57558 -0.6872
H -1.26504 -1.02782 1.78738 0.3136
H -0.56004 -0.34860 0.60434 0.3426
O -2.83675 2.01557 -0.35277 -0.6539
H -2.34135 1.67971 0.40447 0.3266
H -2.84867 1.24908 -0.93845 0.3212
O 0.92636 0.40733 3.91965 -0.6355
H 0.15152 0.18125 3.38085 0.3473
H 0.80661 1.33599 4.15014 0.3072